{
  "formula": "C59H69CsF3N10S2Sb2",
  "method": "the ωB97M-V functional and the def2-TZVPD basis",
  "orbital_gap_ha": 0.105,
  "de_lowest_ev": 2.445,
  "e_tot_ha": -4433.760992,
  "mol_weight_g_mol": 1415.8,
  "spin_multiplicity": 1,
  "charge": -1,
  "symbols": ["Cs", "C", "C", "C", "Sb", "C", "C", "C", "C", "C", "C", "C", "C", "C", "C", "C", "C", "Sb", "C", "C", "C", "C", "C", "C", "C", "C", "C", "C", "C", "C", "H", "H", "H", "H", "H", "H", "H", "H", "H", "H", "H", "H", "H", "H", "H", "H", "H", "H", "H", "H", "H", "H", "H", "H", "H", "H", "N", "C", "C", "C", "C", "C", "C", "N", "C", "C", "C", "S", "C", "N", "H", "H", "H", "H", "H", "H", "H", "C", "N", "C", "C", "N", "C", "C", "N", "C", "C", "N", "C", "N", "C", "C", "C", "N", "C", "H", "H", "H", "H", "H", "H", "H", "H", "H", "H", "H", "H", "H", "H", "H", "H", "H", "H", "H", "H", "H", "H", "H", "H", "F", "C", "F", "F", "C", "C", "C", "C", "N", "C", "S", "H", "H", "H", "C", "C", "C", "C", "H", "H", "H", "H", "H", "H", "H", "H", "H"],
  "coordinates": [[-0.890012, 1.239819, -0.585680], [2.887752, -2.989198, -0.436045], [3.070928, -2.357289, 0.935281], [3.249859, -0.849947, 0.900990], [2.655745, 0.090953, 2.784670], [3.618953, 1.965070, 2.314266], [4.562205, 2.542796, 3.150246], [5.110935, 3.774364, 2.837978], [4.716768, 4.443110, 1.691362], [3.755901, 3.883124, 0.869194], [3.208603, 2.653319, 1.185196], [4.426151, -0.628410, 3.847556], [5.694261, -0.474477, 3.305595], [6.815782, -0.916245, 3.983740], [6.678432, -1.523808, 5.220960], [5.420207, -1.682138, 5.775625], [4.302775, -1.233927, 5.089359], [1.165411, -2.181093, -1.588110], [1.328741, -3.895971, -2.903533], [1.105023, -5.168438, -2.398978], [1.305665, -6.290969, -3.181620], [1.733305, -6.155426, -4.490609], [1.924811, -4.890202, -5.016696], [1.718931, -3.772094, -4.227398], [2.376132, -0.989989, -2.932649], [3.730050, -0.733369, -2.795106], [4.398336, 0.050807, -3.721224], [3.715269, 0.605813, -4.788062], [2.358859, 0.366930, -4.930867], [1.705013, -0.432193, -4.012189], [2.682945, -4.054331, -0.314200], [3.797568, -2.897594, -1.028526], [3.934082, -2.805061, 1.444002], [2.191009, -2.607933, 1.536663], [2.603664, -0.411321, 0.141751], [4.280893, -0.577041, 0.675849], [4.872225, 2.031085, 4.054946], [5.840578, 4.220950, 3.500144], [5.150105, 5.401879, 1.446876], [3.417570, 4.404412, -0.012222], [2.439641, 2.238981, 0.550934], [5.807572, 0.014893, 2.346541], [7.799192, -0.781809, 3.551481], [7.552272, -1.871962, 5.752729], [5.310973, -2.151473, 6.745257], [3.319038, -1.350458, 5.529564], [0.768296, -5.285574, -1.378688], [1.135048, -7.277479, -2.770451], [1.916226, -7.031416, -5.096462], [2.243643, -4.773705, -6.043943], [1.873859, -2.790574, -4.653083], [4.287098, -1.136242, -1.959506], [5.460132, 0.233199, -3.607742], [4.241782, 1.215990, -5.508458], [1.809097, 0.802435, -5.754999], [0.651939, -0.631359, -4.135926], [-3.163408, -3.492798, -3.596062], [-3.047675, -2.466940, -4.494422], [-3.620640, -2.262426, -5.735367], [-3.258587, -1.102934, -6.402837], [-2.399653, -0.175515, -5.816211], [-1.853062, -0.361060, -4.560772], [-2.145171, -1.552050, -3.898159], [-1.706352, -2.049113, -2.702223], [-2.317523, -3.210767, -2.541637], [-2.197610, -4.107294, -1.439516], [-2.991189, -5.239469, -1.258748], [-2.566494, -6.054215, 0.213528], [-1.360498, -4.808615, 0.463565], [-1.294602, -3.902136, -0.447471], [-3.698921, -4.333451, -3.723478], [-4.306880, -2.981435, -6.163937], [-3.644990, -0.921289, -7.396062], [-2.152377, 0.719573, -6.366547], [-1.237537, 0.400511, -4.110105], [-3.763073, -5.645806, -1.881148], [-0.740949, -4.851520, 1.336623], [-0.566768, -1.494049, 1.738538], [-0.597895, -1.157427, 3.143736], [-0.296425, -2.218370, 4.083709], [-0.815465, -1.629035, 5.388023], [-1.924950, -0.810722, 4.938358], [-2.509370, 0.033186, 5.948680], [-1.704466, -0.447741, 3.604700], [-2.329801, 0.304561, 2.807301], [-3.469601, 1.108209, 3.129548], [-3.863804, 1.942569, 1.900427], [-4.285023, 1.153242, 0.778753], [-5.356213, 0.486775, 0.690658], [-5.616943, -0.250136, -0.449998], [-4.567521, -0.587428, -1.373867], [-6.631644, -1.238136, -0.179211], [-7.415111, -0.575087, 0.947066], [-6.427709, 0.280218, 1.584474], [-6.999062, 1.321359, 2.404464], [0.293027, -2.129116, 1.542931], [-0.476735, -0.581040, 1.153583], [-1.469643, -2.017354, 1.412817], [0.778572, -2.421320, 4.107157], [-0.831895, -3.146578, 3.831386], [-0.042578, -1.012238, 5.875320], [-1.163122, -2.388441, 6.094482], [-2.701518, -0.584352, 6.829341], [-3.454676, 0.443205, 5.607175], [-1.847890, 0.859670, 6.241937], [-3.249494, 1.816713, 3.941553], [-4.314767, 0.469803, 3.425176], [-2.971348, 2.482646, 1.581535], [-4.613645, 2.687559, 2.202373], [-3.977859, 0.304173, -1.564211], [-5.016280, -0.918359, -2.310034], [-3.908348, -1.376821, -0.992404], [-6.190680, -2.194028, 0.145610], [-7.244912, -1.421528, -1.065616], [-7.820860, -1.291671, 1.668680], [-8.246332, 0.025105, 0.544897], [-7.765495, 0.868915, 3.039157], [-7.472239, 2.119114, 1.812619], [-6.246359, 1.770030, 3.047382], [1.140690, 6.565483, -4.275649], [0.340084, 5.536980, -3.883791], [-0.488549, 6.080142, -2.968658], [-0.413676, 5.275724, -4.963784], [1.133367, 4.393889, -3.348323], [2.495577, 4.522027, -3.201649], [3.214986, 3.488824, -2.614000], [2.498220, 2.397119, -2.153112], [1.197391, 2.251755, -2.269850], [0.475983, 3.216087, -2.883397], [-1.171699, 2.984412, -3.095671], [2.992716, 5.416410, -3.549646], [4.284290, 3.552128, -2.499931], [3.014870, 1.575032, -1.670660], [-0.790999, 5.949985, 2.765480], [-0.763847, 4.828638, 1.699626], [0.039818, 5.318814, 0.494685], [-0.207809, 3.544221, 2.229347], [-1.255104, 6.848473, 2.358927], [0.218238, 6.199643, 3.088118], [-1.354333, 5.628554, 3.640224], [-1.808742, 4.669738, 1.395278], [1.064527, 5.534751, 0.799095], [-0.397000, 6.223628, 0.075082], [0.061265, 4.563060, -0.288332], [-0.805672, 3.078986, 3.005237], [0.848208, 3.588754, 2.482353]],
  "atomic_forces_ev_per_a": [[-0.5, -0.2, 1.1], [-0.3, 0.0, -0.1], [-0.1, -0.1, 0.1], [-0.1, 0.1, 0.4], [0.7, 0.3, -0.1], [-0.3, -0.4, 0.2], [0.0, -0.1, 0.2], [0.2, 0.1, 0.1], [0.0, 0.0, 0.0], [0.0, 0.1, -0.1], [-0.1, -0.1, -0.1], [-0.5, 0.1, -0.3], [0.1, 0.0, -0.2], [0.1, 0.0, -0.1], [0.1, -0.1, 0.1], [0.1, -0.1, 0.2], [-0.2, 0.0, 0.0], [1.3, -0.1, 0.2], [-0.3, 0.3, 0.2], [-0.1, 0.0, 0.1], [0.0, -0.3, 0.0], [0.0, -0.1, -0.1], [0.0, -0.1, -0.1], [0.0, 0.2, -0.2], [-0.3, -0.2, 0.3], [0.2, -0.1, 0.1], [0.2, 0.0, 0.0], [0.1, 0.0, -0.1], [0.0, 0.0, -0.2], [-0.1, 0.1, 0.0], [0.0, -0.1, -0.1], [0.0, -0.1, -0.2], [-0.1, 0.0, 0.1], [0.1, -0.1, 0.1], [-0.1, 0.2, -0.2], [0.0, 0.1, -0.1], [0.0, 0.1, 0.0], [0.1, 0.0, 0.0], [0.0, 0.1, 0.0], [-0.1, 0.1, -0.1], [-0.2, 0.0, -0.1], [0.0, 0.0, -0.1], [0.0, 0.0, 0.0], [0.1, 0.0, 0.1], [0.0, 0.0, 0.0], [0.0, 0.0, 0.1], [0.0, -0.1, 0.1], [0.0, 0.0, 0.1], [0.0, -0.1, -0.1], [0.0, 0.0, -0.1], [0.1, 0.0, 0.0], [0.0, 0.0, 0.0], [0.0, 0.0, 0.0], [0.0, 0.1, 0.0], [0.0, 0.0, 0.0], [-0.2, 0.1, -0.1], [0.3, -0.2, 0.4], [0.3, 0.5, 0.1], [-0.1, 0.1, -0.3], [-0.2, -0.4, 0.1], [0.2, 0.3, 0.1], [0.0, -0.1, -0.1], [-0.7, -0.3, -0.8], [-0.3, -0.9, 0.8], [0.0, 1.5, -1.5], [-1.1, -2.0, 0.9], [0.9, 0.5, 0.6], [0.4, 1.2, -0.8], [-0.6, -0.7, -0.1], [0.3, 0.1, 0.4], [0.1, 0.0, 0.0], [0.0, 0.0, -0.1], [-0.1, 0.1, 0.0], [0.0, 0.2, 0.0], [0.1, 0.2, 0.1], [-0.2, 0.0, -0.2], [0.3, 0.1, 0.3], [0.0, 0.3, 0.2], [-0.1, -0.6, 0.3], [0.1, 0.2, 0.0], [0.1, 0.0, 0.0], [0.1, -0.3, 0.0], [-0.1, 0.2, 0.0], [-0.3, 0.4, -0.2], [0.2, -0.2, -0.3], [-0.1, 0.3, 0.0], [0.0, 0.1, 0.5], [-0.1, -0.2, -0.4], [0.4, 0.5, 0.3], [-0.6, -0.4, -0.3], [0.0, 0.2, 0.1], [-0.1, 0.0, 0.0], [-0.1, 0.0, 0.0], [0.0, -0.3, -0.1], [0.2, 0.2, 0.1], [0.1, 0.0, 0.0], [0.1, -0.3, 0.3], [-0.1, 0.0, 0.0], [0.0, 0.0, 0.0], [0.0, 0.0, 0.0], [0.0, -0.1, 0.0], [0.1, 0.0, 0.0], [0.0, 0.1, 0.0], [0.0, 0.0, 0.0], [0.0, 0.0, 0.0], [-0.1, 0.0, -0.1], [-0.1, 0.1, 0.1], [0.1, 0.2, 0.2], [0.1, 0.0, -0.1], [0.1, 0.0, 0.0], [0.0, 0.0, -0.1], [0.0, 0.0, 0.1], [0.0, 0.0, 0.0], [0.0, -0.1, 0.1], [0.0, 0.1, -0.1], [0.1, -0.1, 0.0], [0.1, 0.1, 0.0], [0.0, -0.1, 0.0], [0.0, 0.0, 0.0], [0.4, 0.0, 0.0], [-0.5, 0.7, -0.1], [0.1, -0.2, 0.1], [0.1, -0.3, -0.2], [0.0, -0.2, 0.3], [0.0, -0.1, -0.1], [-0.1, 0.1, 0.0], [0.7, 0.1, 0.0], [0.0, 0.1, -0.3], [0.6, 0.4, -0.3], [-1.4, 0.1, -0.8], [0.0, 0.0, 0.0], [0.1, -0.1, 0.1], [0.1, 0.0, 0.1], [-0.3, 0.0, -0.3], [0.4, 0.1, 0.5], [-0.4, 0.0, 0.1], [0.0, -1.0, -0.9], [-0.2, 0.4, 0.0], [0.2, 0.0, 0.0], [0.0, 0.0, 0.1], [0.0, 0.1, -0.1], [0.1, 0.0, 0.0], [0.0, 0.2, -0.1], [0.1, -0.1, -0.1], [-0.2, -0.1, 0.4], [0.2, 0.1, 0.2]]
}